13
Properties=species:S:1:pos:R:3:lowdin_charge:R:1 method="wB97M-V/def2-TZVPD" fmax_ev_per_a=0.4 total_energy_ev=-7798.4778 smiles="CC1=NCCO1" multiplicity=1 e_above_lowest_kcal_mol=26.9 e_homo_ev=-9.3
O -0.67 0.91 0.05 -0.02
N 0.88 -0.70 0.40 0.10
C 0.51 1.40 -0.63 -0.14
C -1.42 -1.15 1.03 0.00
C 1.37 0.14 -0.70 -0.19
C -0.30 -0.28 0.60 -0.46
H 2.45 0.30 -0.70 0.11
H -2.30 -0.61 1.40 0.08
H 1.11 -0.43 -1.60 0.12
H 0.96 2.20 -0.04 0.12
H 0.19 1.78 -1.60 0.12
H -1.70 -1.65 0.09 0.10
H -1.09 -1.92 1.72 0.09